[1]
Computed, not measured: C62H68AlF3Ge2N4S5 as an isolated structure, with ωB97M-V/def2-TZVPD.

```
145
Properties=species:S:1:pos:R:3:forces:R:3:lowdin_charge:R:1
Al 0.152 0.127 -0.007 -0.162 0.009 0.037 -0.15
C -3.117 -2.914 4.921 0.026 0.054 0.009 -0.05
C -2.568 -1.521 5.082 -0.050 -0.048 -0.045 -0.26
C -3.057 -0.462 4.323 0.008 -0.055 -0.044 -0.02
C -2.537 0.820 4.438 0.094 0.010 -0.077 -0.22
C -3.129 1.947 3.631 0.031 0.006 0.061 -0.05
C -1.478 1.048 5.330 0.075 -0.046 -0.054 -0.14
C -1.037 0.018 6.167 0.000 0.045 -0.001 -0.22
C -0.049 0.257 7.283 -0.017 0.042 -0.151 -0.03
C -1.576 -1.256 6.012 0.038 0.035 0.018 -0.01
C -0.917 2.429 5.452 0.135 0.156 -0.035 -0.21
C -1.612 3.306 6.282 0.046 -0.101 0.006 -0.03
C -1.191 4.611 6.463 -0.016 0.058 0.036 -0.05
C -0.062 5.057 5.806 0.008 0.077 -0.022 -0.03
C 0.659 4.207 4.972 -0.054 0.004 -0.063 -0.23
C 0.243 2.885 4.786 0.054 -0.258 0.041 -0.19
Ge 1.241 1.739 3.500 0.072 -0.232 -0.137 0.11
S -0.123 1.682 1.771 0.015 0.187 -0.111 0.39
S 3.281 2.250 2.681 -0.073 -0.243 0.088 0.32
Ge 3.323 -0.012 2.419 -0.244 0.250 -0.135 0.13
S 2.290 -0.602 0.572 0.228 -0.093 0.181 0.46
S 1.885 -0.328 4.142 -0.162 0.099 0.135 0.25
C 5.124 -0.860 2.491 -0.254 0.066 0.112 -0.19
C 5.368 -2.048 1.774 0.013 0.005 0.093 -0.22
C 6.653 -2.587 1.736 -0.041 -0.033 -0.025 -0.03
C 7.705 -1.979 2.392 0.057 0.003 0.002 -0.05
C 7.464 -0.835 3.125 -0.043 0.014 -0.004 -0.03
C 6.187 -0.271 3.196 0.118 -0.069 -0.081 -0.22
C 6.142 0.914 4.109 -0.089 0.057 -0.016 -0.17
C 6.596 2.157 3.672 -0.043 -0.030 -0.025 -0.23
C 6.835 2.457 2.214 -0.028 -0.018 0.080 -0.03
C 6.833 3.157 4.611 0.016 -0.009 0.004 -0.02
C 6.628 2.951 5.963 0.040 0.044 0.034 -0.28
C 6.980 4.006 6.979 -0.031 -0.031 -0.043 -0.05
C 6.119 1.721 6.372 -0.018 -0.036 -0.004 -0.02
C 5.879 0.697 5.470 -0.024 -0.007 -0.015 -0.20
C 5.397 -0.646 5.954 -0.001 0.041 -0.042 -0.02
C 4.337 -2.861 1.065 0.033 -0.086 0.011 -0.21
C 4.309 -2.892 -0.327 0.070 -0.044 -0.061 -0.26
C 5.154 -1.967 -1.166 -0.067 -0.023 0.014 -0.03
C 3.425 -3.750 -0.970 0.024 -0.005 0.018 -0.02
C 2.557 -4.562 -0.260 -0.006 -0.034 -0.016 -0.27
C 1.589 -5.474 -0.964 0.045 0.014 0.055 -0.05
C 2.601 -4.516 1.129 -0.010 0.019 0.004 -0.01
C 3.483 -3.688 1.804 0.041 -0.013 0.039 -0.22
C 3.521 -3.695 3.312 -0.021 0.034 -0.055 -0.03
C 1.870 4.758 4.298 0.036 0.083 0.019 -0.19
C 3.092 4.755 4.965 0.001 0.006 0.021 -0.22
C 3.250 4.133 6.328 -0.010 0.022 -0.078 -0.01
C 4.204 5.311 4.335 -0.030 0.014 0.061 -0.02
C 4.126 5.845 3.062 0.028 0.029 -0.024 -0.27
C 5.344 6.410 2.378 -0.065 -0.016 0.021 -0.05
C 2.891 5.852 2.419 -0.018 -0.024 0.001 -0.02
C 1.757 5.329 3.021 -0.034 0.078 -0.006 -0.23
C 0.422 5.398 2.325 0.048 -0.094 0.012 -0.03
H -3.910 -2.944 4.174 0.017 -0.005 0.011 0.07
H -3.526 -3.282 5.864 -0.005 -0.018 -0.005 0.08
H -2.331 -3.606 4.613 -0.024 0.005 -0.006 0.08
H -3.876 -0.639 3.632 0.012 -0.003 0.003 0.11
H -3.911 1.575 2.967 0.001 -0.009 -0.001 0.07
H -2.361 2.441 3.033 -0.043 0.013 0.015 0.03
H -3.572 2.702 4.283 -0.029 0.000 -0.004 0.08
H 0.368 1.262 7.254 0.026 -0.015 -0.006 0.07
H 0.773 -0.453 7.231 0.087 -0.070 -0.017 0.07
H -0.544 0.125 8.248 0.010 0.012 -0.016 0.09
H -1.209 -2.059 6.642 -0.003 0.009 0.003 0.13
H -2.490 2.939 6.801 -0.012 0.006 -0.021 0.13
H -1.741 5.276 7.118 -0.002 -0.003 -0.003 0.11
H 0.285 6.076 5.933 -0.002 -0.006 0.005 0.13
H 6.807 -3.504 1.180 -0.002 0.007 -0.001 0.13
H 8.700 -2.404 2.348 -0.008 0.006 0.000 0.11
H 8.267 -0.354 3.671 -0.001 -0.005 0.005 0.13
H 6.627 1.597 1.581 0.005 0.005 -0.011 0.07
H 7.869 2.766 2.044 -0.005 0.005 -0.019 0.09
H 6.183 3.275 1.898 0.008 0.003 -0.006 0.06
H 7.206 4.117 4.263 0.021 -0.010 0.029 0.11
H 7.328 4.920 6.497 -0.019 0.004 0.001 0.07
H 7.777 3.650 7.635 0.000 0.023 0.010 0.08
H 6.126 4.254 7.611 -0.020 0.004 -0.004 0.07
H 5.934 1.546 7.428 0.011 -0.001 -0.006 0.12
H 5.292 -0.649 7.039 0.000 -0.002 -0.003 0.08
H 6.093 -1.438 5.670 -0.006 -0.006 0.017 0.09
H 4.427 -0.893 5.517 0.001 -0.002 0.014 0.04
H 5.778 -1.313 -0.559 -0.003 0.005 -0.031 0.07
H 4.501 -1.339 -1.778 0.001 0.006 -0.009 0.06
H 5.801 -2.534 -1.838 0.044 -0.003 -0.040 0.08
H 3.396 -3.758 -2.056 -0.020 0.014 0.022 0.12
H 1.575 -5.279 -2.036 -0.018 0.004 0.000 0.07
H 0.579 -5.334 -0.576 0.002 0.006 -0.028 0.07
H 1.864 -6.520 -0.812 -0.020 -0.006 -0.013 0.08
H 1.925 -5.145 1.701 0.014 0.004 0.001 0.12
H 2.866 -4.471 3.706 0.019 -0.008 0.002 0.08
H 3.184 -2.741 3.727 0.009 -0.032 0.017 0.02
H 4.534 -3.868 3.681 -0.003 -0.002 0.016 0.09
H 2.294 3.865 6.771 0.007 0.011 0.018 0.07
H 3.759 4.821 7.005 0.038 -0.013 0.008 0.08
H 3.854 3.226 6.250 0.018 -0.018 0.008 0.08
H 5.153 5.308 4.858 0.010 0.005 0.002 0.10
H 6.211 6.389 3.038 0.003 -0.002 -0.006 0.07
H 5.176 7.443 2.068 0.016 0.000 -0.009 0.08
H 5.585 5.833 1.482 0.019 0.008 -0.001 0.08
H 2.809 6.280 1.425 -0.002 0.003 0.010 0.12
H 0.510 5.941 1.385 -0.002 0.011 -0.003 0.08
H -0.317 5.901 2.951 -0.011 0.020 -0.012 0.08
H 0.036 4.398 2.108 0.012 0.073 0.004 0.02
N -1.845 -0.538 0.789 0.058 -0.265 0.351 0.00
C -3.123 -0.564 0.051 -0.087 0.071 -0.019 -0.21
C -3.495 0.805 -0.496 0.187 -0.030 0.015 -0.17
C -2.518 1.341 -1.534 -0.055 -0.092 0.048 -0.20
N -1.192 1.589 -0.926 -0.080 -0.046 0.026 -0.02
H -1.659 -1.479 1.135 0.041 -0.008 -0.021 0.10
H -1.946 0.028 1.630 -0.002 0.075 0.024 0.03
H -3.927 -0.920 0.703 0.010 0.008 -0.004 0.12
H -3.029 -1.269 -0.771 -0.003 -0.050 0.006 0.11
H -3.570 1.528 0.325 -0.050 -0.014 -0.013 0.11
H -4.481 0.731 -0.956 -0.023 0.050 0.020 0.12
H -2.912 2.270 -1.951 0.002 0.001 -0.033 0.12
H -2.409 0.629 -2.355 0.028 -0.029 0.038 0.11
H -1.329 2.162 -0.091 -0.026 0.073 -0.060 0.01
H -0.625 2.164 -1.542 -0.006 -0.054 -0.043 0.10
F -1.179 -1.948 -1.744 -0.068 0.086 -0.050 0.00
C -0.065 -1.774 -0.917 0.041 0.272 -0.192 -0.58
F -0.231 -2.745 0.036 -0.056 -0.023 0.026 0.03
F 0.955 -2.220 -1.693 0.051 -0.003 -0.060 0.04
S 3.665 0.788 -5.764 0.040 -0.056 0.069 0.99
C 2.703 0.787 -4.260 0.063 0.013 -0.019 -0.50
C 1.419 0.263 -4.246 -0.031 -0.025 0.054 -0.04
C 0.718 0.269 -3.056 -0.024 0.092 -0.055 -0.11
N 1.219 0.751 -1.915 0.126 -0.031 0.030 -0.01
C 2.444 1.285 -1.940 -0.015 0.005 0.078 -0.12
C 3.215 1.329 -3.088 -0.070 0.052 -0.116 -0.05
C 4.023 -0.966 -5.835 -0.059 0.168 0.011 -0.52
C 3.255 -1.812 -6.619 0.020 -0.049 -0.014 -0.08
C 3.585 -3.160 -6.644 0.023 -0.002 0.009 -0.14
N 4.600 -3.680 -5.961 0.000 -0.029 0.011 0.07
C 5.329 -2.855 -5.213 -0.035 0.015 -0.002 -0.14
C 5.085 -1.491 -5.116 -0.019 -0.069 -0.007 -0.08
H 0.976 -0.160 -5.136 -0.002 0.014 -0.004 0.11
H -0.286 -0.136 -3.014 0.049 -0.069 0.038 0.11
H 2.818 1.653 -0.993 0.011 -0.026 0.020 0.10
H 4.205 1.763 -3.071 -0.001 -0.006 0.042 0.11
H 2.424 -1.433 -7.199 0.008 0.000 -0.005 0.10
H 3.008 -3.855 -7.243 -0.008 0.021 -0.006 0.11
H 6.148 -3.306 -4.667 0.007 0.024 0.018 0.11
H 5.704 -0.857 -4.496 0.013 -0.011 0.010 0.11
```
Positions in Å, forces in eV/Å.

The max |F| comes out at 0.444 eV/A. The HOMO energy comes out at -7.5 eV. As for the spin multiplicity: 1. As for the LUMO energy: -0.268 eV.

[2]
Computed, not measured: C62H74MoNO4P3Si as an isolated structure in a non-equilibrium geometry, with ωB97M-V/def2-TZVPD.

```
146
Properties=species:S:1:pos:R:3:forces:R:3:mulliken_spin:R:1
Mo 0.359 0.582 0.251 -1.711 -0.151 -0.776 1.92
O 3.150 -2.514 0.302 0.515 -0.917 0.057 0.01
C 2.398 -1.502 0.539 -0.259 0.505 0.193 0.02
O 1.401 -1.224 -0.133 -0.140 -0.750 -0.137 -0.21
C 2.773 -0.586 1.606 -0.013 0.039 0.240 0.11
C 3.806 -0.702 2.506 0.139 -0.281 -0.132 0.02
C 4.014 0.355 3.385 0.012 0.161 0.097 0.02
C 3.210 1.479 3.302 0.182 0.011 0.157 -0.01
C 2.170 1.501 2.387 -0.329 0.050 -0.272 0.00
N 1.953 0.473 1.576 1.314 0.291 0.977 -0.06
C 1.185 2.626 2.093 -0.433 0.084 0.141 0.04
O 1.737 3.877 2.512 0.004 -0.025 -0.019 0.00
O 0.742 2.465 0.797 0.111 0.528 0.218 0.06
H 2.773 -3.059 -0.408 0.033 -0.124 -0.110 0.00
H 4.433 -1.585 2.491 0.014 0.073 0.061 0.00
H 4.813 0.316 4.114 0.007 -0.022 -0.068 0.00
H 3.396 2.343 3.923 -0.062 0.011 -0.002 0.00
C -2.412 3.101 -0.943 0.040 -0.025 0.117 0.01
Si -1.010 1.962 -1.480 0.285 -0.083 -0.345 -0.04
C -1.579 0.690 -2.774 -0.048 0.094 0.035 0.00
C -1.938 1.124 -4.053 0.012 -0.013 -0.058 -0.01
C -2.315 0.223 -5.041 0.010 0.096 0.007 0.00
C -2.301 -1.138 -4.769 0.036 -0.073 -0.020 0.00
C -1.946 -1.592 -3.505 0.045 -0.021 -0.030 0.00
C -1.607 -0.686 -2.500 0.065 -0.027 -0.047 0.02
P -1.493 -1.143 -0.729 -0.559 0.044 -0.292 -0.05
C -3.329 -1.380 -0.470 0.050 0.393 0.254 -0.04
C -3.737 -1.720 0.963 -0.061 -0.123 -0.120 0.02
C -5.153 -2.325 0.982 -0.057 0.040 -0.055 0.00
C -6.057 -1.717 -0.107 0.060 0.054 0.055 0.00
C -5.621 -0.288 -0.419 0.035 -0.146 -0.109 0.00
C -4.230 -0.281 -1.069 -0.016 -0.093 0.109 0.00
C -0.974 -2.930 -0.508 -0.034 0.112 0.099 0.02
C -0.634 -3.272 0.959 0.158 -0.155 -0.205 0.02
C 0.054 -4.638 1.043 -0.090 0.008 -0.016 0.00
C -0.863 -5.730 0.492 0.077 0.075 -0.080 0.00
C -1.323 -5.385 -0.924 -0.015 0.023 0.090 0.00
C -1.977 -3.999 -0.982 0.179 -0.235 0.009 -0.01
C 0.225 3.086 -2.366 -0.072 0.021 0.104 0.00
C -0.168 4.262 -3.009 0.010 -0.016 -0.041 0.00
C 0.759 5.118 -3.588 -0.063 -0.015 0.016 0.00
C 2.109 4.815 -3.518 -0.007 0.009 -0.002 0.00
C 2.519 3.638 -2.910 0.077 -0.010 -0.032 0.00
C 1.586 2.767 -2.352 0.037 0.090 0.063 -0.02
P 2.007 1.146 -1.660 -0.110 0.052 -0.262 -0.03
C 3.796 1.138 -1.180 -0.170 0.259 0.046 0.02
C 4.835 1.172 -2.314 0.140 -0.098 0.127 0.00
C 6.203 0.780 -1.736 -0.044 0.036 0.061 0.00
C 6.471 1.461 -0.375 -0.055 0.042 -0.089 0.00
C 5.576 2.686 -0.195 -0.004 -0.139 -0.033 0.00
C 4.106 2.253 -0.141 0.136 -0.020 -0.168 0.00
C 1.845 -0.065 -3.063 0.214 0.066 0.093 0.02
C 2.747 -1.308 -2.995 -0.129 -0.074 -0.057 0.01
C 2.133 -2.408 -3.877 -0.027 0.055 -0.010 0.00
C 1.546 -1.816 -5.176 0.110 0.015 0.031 0.00
C 2.221 -0.493 -5.536 -0.036 -0.023 0.055 0.00
C 1.972 0.580 -4.458 0.059 -0.094 -0.044 0.00
H -3.396 2.641 -1.051 0.060 0.063 0.042 0.00
H -2.283 3.420 0.094 0.004 0.070 -0.128 0.01
H -2.400 4.000 -1.560 -0.009 -0.064 0.022 -0.01
H -1.913 2.187 -4.286 -0.014 -0.135 0.012 0.00
H -2.609 0.580 -6.022 0.043 -0.034 0.076 0.00
H -2.566 -1.853 -5.541 0.023 0.064 0.069 0.00
H -1.936 -2.657 -3.321 -0.009 0.084 -0.053 0.00
H -3.475 -2.280 -1.069 -0.068 0.104 -0.081 -0.01
H -3.042 -2.424 1.420 -0.144 0.138 0.004 0.00
H -3.705 -0.818 1.568 -0.020 0.173 0.080 0.00
H -5.092 -3.408 0.847 -0.005 0.024 0.025 0.00
H -5.594 -2.157 1.969 0.025 -0.025 -0.054 0.00
H -6.006 -2.312 -1.024 -0.008 -0.009 0.032 0.00
H -7.096 -1.736 0.221 -0.002 -0.033 -0.035 0.00
H -6.332 0.194 -1.091 -0.009 0.037 0.029 0.00
H -5.614 0.287 0.506 0.011 0.124 0.114 0.00
H -4.334 -0.459 -2.141 0.046 0.018 -0.029 0.00
H -3.770 0.701 -0.971 -0.010 0.038 0.038 0.00
H -0.072 -3.021 -1.118 0.145 -0.061 -0.015 0.01
H -0.052 -2.496 1.451 0.133 0.061 -0.031 0.05
H -1.561 -3.351 1.530 0.124 0.028 0.040 0.00
H 0.977 -4.639 0.452 0.108 0.080 -0.003 0.00
H 0.333 -4.854 2.077 -0.007 0.017 -0.028 0.00
H -0.349 -6.693 0.492 -0.036 0.004 0.046 0.00
H -1.735 -5.827 1.146 0.009 -0.022 -0.016 0.00
H -0.465 -5.408 -1.608 -0.044 -0.013 0.027 0.00
H -2.032 -6.134 -1.279 0.024 0.019 -0.020 0.00
H -2.334 -3.821 -1.992 -0.065 -0.021 0.029 0.00
H -2.852 -4.000 -0.323 0.081 -0.034 -0.047 0.00
H -1.217 4.530 -3.061 0.063 0.020 0.002 0.00
H 0.426 6.028 -4.074 0.030 -0.053 0.027 0.00
H 2.846 5.490 -3.935 -0.026 -0.029 0.003 0.00
H 3.575 3.422 -2.875 -0.028 -0.011 0.013 0.00
H 3.927 0.161 -0.702 0.043 -0.066 0.050 0.01
H 4.577 0.507 -3.131 0.019 0.108 -0.018 0.00
H 4.912 2.167 -2.738 -0.027 0.066 -0.026 0.00
H 6.257 -0.307 -1.628 0.002 0.015 -0.019 0.00
H 6.972 1.060 -2.456 0.023 -0.012 0.001 0.00
H 6.271 0.759 0.444 0.016 0.020 -0.008 0.00
H 7.520 1.742 -0.293 0.013 -0.053 0.019 0.00
H 5.827 3.214 0.726 -0.009 0.035 -0.022 0.00
H 5.742 3.391 -1.013 0.006 0.005 0.029 0.00
H 3.914 1.875 0.858 0.008 -0.018 -0.010 0.00
H 3.452 3.116 -0.286 -0.048 0.006 0.010 0.00
H 0.825 -0.427 -2.947 -0.158 -0.025 -0.052 -0.02
H 3.741 -1.077 -3.371 -0.035 -0.041 0.042 0.00
H 2.877 -1.665 -1.974 0.041 0.008 -0.104 0.00
H 2.904 -3.145 -4.111 -0.032 -0.011 0.015 0.00
H 1.343 -2.933 -3.325 0.048 0.025 -0.025 0.00
H 1.657 -2.529 -5.994 -0.035 -0.004 0.017 0.00
H 0.477 -1.640 -5.055 -0.095 0.007 0.012 0.00
H 3.294 -0.658 -5.665 -0.020 0.022 0.000 0.00
H 1.847 -0.132 -6.495 0.045 0.009 -0.006 0.00
H 2.788 1.307 -4.476 -0.036 0.005 0.007 0.00
H 1.057 1.133 -4.678 -0.008 0.018 0.021 0.00
C -1.374 -3.484 5.234 -0.031 0.013 -0.036 0.00
C -0.148 -3.002 4.793 0.093 0.003 -0.037 0.00
C -0.096 -1.849 4.024 0.009 0.014 0.008 0.02
C -1.266 -1.156 3.704 0.101 0.097 -0.107 -0.02
C -2.493 -1.655 4.132 0.042 -0.051 0.054 0.00
C -2.543 -2.815 4.895 -0.024 -0.055 -0.007 0.00
P -1.105 0.390 2.752 -0.200 0.212 0.465 0.03
C -0.190 1.522 3.859 0.016 0.015 -0.180 -0.05
C 0.016 2.777 3.093 0.337 -0.118 -0.045 0.06
C 0.807 3.950 3.654 -0.001 -0.184 0.134 0.00
C 1.387 3.658 5.010 0.085 0.045 -0.156 0.00
C 1.144 2.505 5.643 0.020 -0.096 0.039 0.00
C 0.383 1.383 5.053 -0.031 0.024 0.156 0.01
C -2.695 1.291 2.942 -0.018 -0.160 -0.001 -0.02
C -3.158 1.612 4.224 -0.029 -0.118 -0.065 0.00
C -4.275 2.415 4.378 0.032 -0.038 0.041 0.00
C -4.928 2.927 3.261 -0.012 0.023 0.027 0.00
C -4.477 2.610 1.991 -0.004 -0.050 -0.127 0.01
C -3.367 1.787 1.836 0.025 -0.067 0.033 -0.01
H -1.416 -4.381 5.839 -0.014 0.027 -0.018 0.00
H 0.767 -3.523 5.055 -0.080 0.042 -0.029 0.00
H 0.865 -1.480 3.673 -0.009 0.011 0.081 0.00
H -3.413 -1.145 3.882 -0.008 0.067 0.011 0.00
H -3.501 -3.194 5.231 0.054 0.024 -0.018 0.00
H -0.863 3.088 2.538 -0.110 0.060 -0.101 0.00
H 0.306 4.914 3.650 -0.004 0.092 -0.048 0.00
H 1.967 4.443 5.485 -0.070 -0.080 0.035 0.00
H 1.540 2.353 6.642 -0.037 0.034 -0.073 0.00
H 0.306 0.462 5.622 0.021 -0.004 -0.049 0.00
H -2.643 1.231 5.098 0.005 0.038 0.012 0.00
H -4.632 2.652 5.373 0.024 0.003 -0.050 0.00
H -5.783 3.580 3.386 0.018 -0.055 -0.004 0.00
H -4.985 3.005 1.119 0.050 -0.022 0.044 0.00
H -3.000 1.543 0.850 -0.053 -0.068 0.007 0.06
```
Positions in Å, forces in eV/Å.

Its net charge is +2. The max |F| comes out at 1.885 eV/A. The HOMO energy (spin up / spin down) comes out at -12.9 / -13.0 eV. As for the spin multiplicity: 3. As for the LUMO energy (spin up / spin down): -6.057 / -6.641 eV.